No. 1
Entry from the Open Molecules 2025 dataset: an isolated molecule of C5H11N3O (ωB97M-V/def2-TZVPD).

Output
LUMO   0.818 eV
Frontier orbital gap   8.0003 eV
Relative energy (zero: lowest compared OMol25 entry of this formula, charge and spin)   98.7 kcal/mol
Largest force on an atom   4.83 eV Å⁻¹
SMILES string   C=C(C)/C(N)=C(/N)ON
HOMO energy   -7.182 eV
Molecular weight   129.16 g mol⁻¹

ORCA input file:
```
! RIJCOSX wB97M-V def2-TZVPD def2/J DEFGRID3
* xyz 0 1
H 2.51407 -1.07733 1.07552
C -0.41930 -0.32489 -0.64915
C 0.26532 2.08361 -0.17294
N 2.13669 -0.35031 1.69020
C -2.07269 1.28432 0.16090
H -2.82028 0.50114 0.24600
H 2.13301 -0.76819 2.61700
H 0.84934 2.15147 0.74775
H 1.14738 -2.82474 0.71946
H -0.02394 -2.88494 -0.50245
C -0.76741 0.98932 -0.06713
H 0.96569 1.93331 -0.99947
H -1.56179 0.00849 -2.21665
N -1.13650 -0.78480 -1.73033
H -0.20021 3.06049 -0.33719
N 0.78301 -2.38928 -0.12214
O 0.71869 -0.35517 1.35978
H -0.61923 -1.48389 -2.25735
C 0.49009 -1.06171 0.02811
H -2.38195 2.29309 0.41007
*
```



No. 2
Entry from the Open Molecules 2025 dataset: a structure of composition C8H26N7O5Tl (ωB97M-V/def2-TZVPD).

Output
LUMO   -11.141 eV
Frontier orbital gap   3.9712 eV
Largest force on an atom   5.68 eV Å⁻¹
HOMO energy   -15.112 eV
Molecular weight   504.72 g mol⁻¹

ORCA input file:
```
! RIJCOSX wB97M-V def2-TZVPD def2/J DEFGRID3
* xyz 2 1
O 0.01318 1.51877 -1.53850
H -3.00048 -1.70385 3.17342
H 1.03681 2.71067 0.62538
H -3.96550 3.10173 1.33751
C 2.54454 0.22550 2.27950
H 3.76682 2.51412 2.34724
N 1.58821 1.70077 -2.97375
H 0.66265 -2.23295 3.34975
H -5.13479 3.03547 -0.02239
H -0.09312 3.12232 -4.19796
H 0.86786 2.40544 2.08903
C 2.35292 1.29795 1.21297
N -0.43715 2.65797 -3.36963
H 1.75826 2.11190 -3.88048
H 4.29396 2.16660 0.72080
H 2.33361 -4.35757 -2.61605
H 2.07971 -2.69282 -2.23006
H -5.06961 1.53800 -1.48903
C 0.35779 1.97628 -2.58356
Tl -0.50262 -0.70717 0.09825
C 3.40796 2.32658 1.33523
N -0.01264 -4.87305 -2.71733
H 3.53412 -0.21165 2.14640
C -3.54320 1.86280 -0.18838
H -2.46185 -3.22343 2.16939
H 2.52159 0.81278 0.25159
N 1.69126 -3.58876 -2.48794
H -3.48788 0.79823 -1.79251
N -4.13973 1.28059 -1.19042
O -0.23743 -2.79519 -1.74076
H 2.36128 -2.33624 3.18560
O -3.09828 -1.57399 1.20795
H 3.04418 3.24389 0.87230
H 0.66382 -5.58042 -2.96657
C 1.56177 -1.61690 3.36287
O -2.38718 1.55714 0.20491
H -4.13049 -2.82807 2.32056
C 0.40914 -3.66960 -2.33134
H -0.99608 -5.07224 -2.60210
H 2.09854 1.11484 -2.32851
H 1.40336 -1.08939 4.30347
H -1.29346 2.83919 -2.86566
N 1.03132 1.90116 1.22933
N -4.29997 2.73278 0.45882
O 1.47986 -0.73752 2.24861
H 2.56261 0.71952 3.25095
C -3.13589 -2.38223 2.33106
*
```



No. 3
Entry from the Open Molecules 2025 dataset: a structure of composition CH2N2O2Si (ωB97M-V/def2-TZVPD).

Output
LUMO (alpha / beta)   -2.942 / -2.945 eV
Frontier orbital gap (alpha / beta)   7.3157 / 7.3132 eV
Relative energy (zero: lowest compared OMol25 entry of this formula, charge and spin)   91.4 kcal/mol
Largest force on an atom   6.61 eV Å⁻¹
HOMO energy (alpha / beta)   -10.258 / -10.259 eV
Molecular weight   102.12 g mol⁻¹

ORCA input file:
```
! RIJCOSX wB97M-V def2-TZVPD def2/J DEFGRID3
* xyz 0 1
O -0.39436 1.50015 1.90653
H 0.81635 -2.11260 -0.54964
O 0.12261 -0.51666 -1.82268
H -0.52180 -1.23386 1.77797
N 0.07963 -1.04705 -0.69318
C 0.14012 1.26625 -0.45443
Si -0.24413 0.19337 1.19822
N 0.00157 1.95041 -1.36279
*
```



No. 4
Entry from the Open Molecules 2025 dataset: a cluster of 6 separate species, C36H72F2NO10SSi in total (ωB97M-V/def2-TZVPD).

Output
LUMO   1.748 eV
Frontier orbital gap   4.4788 eV
Largest force on an atom   1.74 eV Å⁻¹
HOMO energy   -2.731 eV
Molecular weight   777.12 g mol⁻¹

ORCA input file:
```
! RIJCOSX wB97M-V def2-TZVPD def2/J DEFGRID3
* xyz -1 1
C 1.73259 3.63651 -1.87572
O -7.45641 5.14159 0.66480
C 6.41867 4.75369 -0.95600
H -4.96227 5.39188 1.64722
O -1.48177 -1.67993 -0.81551
C -6.09263 -7.87222 2.35782
H 11.53246 6.57429 -1.44616
H -2.62262 -9.89822 2.00955
H -3.55527 -4.71226 3.40955
H 8.17609 7.59727 -0.67653
H 10.24951 6.37519 -3.75390
H -4.03264 -13.06614 1.57800
O 9.49648 6.17282 -1.27437
O -5.08426 -7.14867 1.67893
H -7.59315 3.08381 0.37620
C 10.84157 5.86953 -0.97539
H -3.10269 -0.81776 0.05457
H -0.70302 -4.27084 2.16650
C -0.47326 1.53490 -2.54106
H 11.00714 5.87219 0.10923
O -3.89518 -6.51679 4.28883
H -8.17079 4.12547 -0.93917
F 4.76956 2.01256 -3.29236
H 2.10401 4.11791 -0.96399
O -1.45556 -13.60825 2.11550
C -0.89759 -4.21888 1.08891
H -5.79482 -5.48405 2.69652
C -5.57894 4.62366 2.12412
H -4.21739 5.25579 -2.75823
H -3.63830 -2.64644 1.56282
C -2.74394 -1.82277 -0.19052
H 4.31926 5.21519 -0.88370
H 1.03810 1.80810 0.56205
H 6.99010 4.30896 -1.76382
H 2.24617 1.77714 -2.84148
C 4.39869 6.55832 -3.38908
O -5.30351 3.34878 1.57028
H -1.28186 7.66722 -0.80258
H -3.46500 -8.28758 3.28956
H -2.28965 -13.70125 4.01134
H 0.17681 5.72224 -0.61088
C -0.44823 -12.80587 2.70491
H -7.65653 4.22733 2.51481
H -0.02032 0.59602 -2.23169
C 9.15532 8.27945 -2.44103
H -1.55796 1.43413 -2.48174
H 4.73474 3.45774 -0.76765
H 9.87918 8.02545 -0.42938
H -1.95261 -2.15096 1.78306
H -0.65160 -5.18116 0.64164
H -0.71656 1.71080 0.63998
O -3.42659 -11.55693 2.86350
H -2.35507 -11.38324 1.07862
H -4.71356 -5.17844 1.32453
C -2.65121 -2.62610 1.08788
C 6.92257 4.13967 0.36992
H -7.08726 -7.52452 2.05591
H 0.10378 3.20616 1.08070
H -2.72468 3.29237 -2.59398
H -5.98866 -8.92101 2.08150
H -9.14598 3.94821 0.53524
H -0.26412 -3.44874 0.64492
C -7.04459 4.98413 2.01315
H -4.80708 2.41557 -0.16321
C 4.68366 4.30792 -2.78769
C -0.79036 5.61239 -1.08581
H -2.79775 -6.07645 2.58004
H -5.29164 4.10789 -0.38028
H 6.56813 5.83107 -0.96155
H 1.64961 4.43664 -2.60699
C -1.61204 6.71553 -1.19512
C -3.70018 -5.75300 3.10532
H 3.16263 2.08216 -1.39125
H -1.58080 -3.58561 -1.65505
N 3.81232 5.54084 -3.18864
H -0.19267 1.77590 -3.56471
C 10.61073 7.35808 -4.06398
C -3.26703 -7.78332 4.23664
H -2.88607 -14.86799 2.82028
C -2.41616 4.25234 -2.20484
H -1.84556 -2.22642 -2.78082
O 10.44567 8.32369 -3.04174
C -2.57151 -13.82909 2.96143
H 6.11267 3.63921 0.90619
H -4.58208 -13.18118 3.25754
C 2.75812 2.56503 -2.27783
C 4.93617 4.40134 -1.27929
H -3.69586 3.71544 0.30959
C -3.07291 -10.83702 1.69436
H 8.42932 7.82041 -3.11769
H -0.22128 -2.55307 -2.14524
S 5.11435 7.97145 -3.62984
C -1.28278 -2.56412 -1.90393
H 7.31197 4.89065 1.05796
H -2.18387 -7.68122 4.37305
H -5.99482 -7.78247 3.44216
C -1.17927 4.37569 -1.58617
C -8.12427 4.00934 0.14261
H 11.04361 4.86886 -1.35590
C -3.24667 5.36029 -2.28906
F 3.32010 3.26192 -4.42975
C -4.89349 -5.83259 2.18180
H -7.21145 5.94169 2.51667
H -3.66592 -8.39062 5.04769
H -3.48794 7.44825 -1.87692
H 8.84236 9.31297 -2.26435
H -3.46489 -2.28074 -0.87556
C -3.73157 -12.91942 2.62001
H 10.07983 7.66262 -4.97232
C 3.87783 3.09306 -3.17324
O -2.27169 -3.97314 0.84352
H 0.22697 -12.49107 1.91106
H 11.67621 7.29135 -4.28452
Si 0.05050 2.94259 -1.40362
C 0.11811 2.36669 0.38509
H -0.86748 -11.91910 3.18544
C -2.84833 6.57930 -1.79916
C -4.74688 3.41614 0.26518
H 7.68502 3.38288 0.19742
H -5.30849 4.58363 3.18438
H 0.12003 -13.38173 3.44359
C 9.17531 7.54550 -1.11891
H -3.96515 -10.61447 1.09935
*
```



No. 5
Entry from the Open Molecules 2025 dataset: a cluster of 9 separate species, F6H16O8P in total (ωB97M-V/def2-TZVPD).

Output
LUMO   2.491 eV
Frontier orbital gap   11.2115 eV
Relative energy (zero: lowest compared OMol25 entry of this formula, charge and spin)   35.9 kcal/mol
Largest force on an atom   1.30 eV Å⁻¹
HOMO energy   -8.721 eV
Molecular weight   289.08 g mol⁻¹

ORCA input file:
```
! RIJCOSX wB97M-V def2-TZVPD def2/J DEFGRID3
* xyz -1 1
O -0.21644 2.96789 6.25521
O 2.21773 -3.52766 4.64227
H 5.17515 -5.08462 -4.21892
F 0.06588 -0.22373 1.06848
H -2.82001 6.29324 1.10447
F -0.00619 -2.26446 -0.07926
H 6.75122 -0.70052 0.30563
H 4.67235 -3.65863 -4.29389
H 5.33279 -0.20351 0.48707
F -1.85496 -0.94513 0.01463
H -5.00022 -4.87112 -1.13355
H -0.48239 3.77390 6.69776
H 1.00431 4.25501 -4.41575
O 6.24538 0.03680 0.64726
P -0.34364 -0.72316 -0.41957
H -4.94443 1.77464 -0.68063
F -0.65417 0.84373 -0.81382
F -0.74542 -1.28578 -1.87937
H -3.49127 -4.96900 -1.06014
O 5.47285 -4.18202 -4.33259
H -6.12903 1.69758 -1.62013
H 1.03537 2.82237 -3.92743
H -1.02293 2.63115 5.86480
O -5.88468 1.94729 -0.72897
F 1.19491 -0.47179 -0.88057
H 3.12568 -3.77535 4.46763
H -3.89931 6.40874 0.04917
O 1.22204 3.36523 -4.69339
O -3.64129 6.74387 0.90785
H 1.90192 -3.17215 3.81153
O -4.28116 -5.50282 -1.14578
*
```



No. 6
Entry from the Open Molecules 2025 dataset: a cluster of 2 separate species, C3H4O3 in total (ωB97M-V/def2-TZVPD).

Output
LUMO (alpha / beta)   -0.443 / -0.988 eV
Frontier orbital gap (alpha / beta)   8.6324 / 8.2589 eV
Relative energy (zero: lowest compared OMol25 entry of this formula, charge and spin)   188.2 kcal/mol
Largest force on an atom   2.45 eV Å⁻¹
HOMO energy (alpha / beta)   -9.075 / -9.247 eV
Molecular weight   88.06 g mol⁻¹

ORCA input file:
```
! RIJCOSX wB97M-V def2-TZVPD def2/J DEFGRID3
* xyz 0 1
C 0.39870 1.11771 0.85097
H 0.22744 -0.60441 -1.97122
C 0.39643 -0.30072 0.90392
H -0.50626 1.55315 1.31089
H -1.04095 0.62695 -1.43763
H -1.33927 -1.15926 -1.14846
C -0.65951 -0.37359 -1.42122
O 1.27329 -1.31276 0.96845
O 1.24412 1.78234 0.29180
O 0.00602 -1.32941 1.65250
*
```



No. 7
Entry from the Open Molecules 2025 dataset: a cluster of 2 separate species, C9H14O in total (ωB97M-V/def2-TZVPD).

Output
LUMO   0.861 eV
Frontier orbital gap   8.9900 eV
Relative energy (zero: lowest compared OMol25 entry of this formula, charge and spin)   44.4 kcal/mol
Largest force on an atom   3.80 eV Å⁻¹
SMILES string   Cc1ccc(O)cc1.CC
HOMO energy   -8.129 eV
Molecular weight   138.21 g mol⁻¹

ORCA input file:
```
! RIJCOSX wB97M-V def2-TZVPD def2/J DEFGRID3
* xyz 0 1
C -2.32249 0.42706 0.46166
H -3.92623 0.95960 2.04637
H -4.42421 0.21748 0.51454
H -0.23835 -1.28998 0.75058
H -0.35318 -1.94338 -1.59678
C -3.71103 0.87354 0.99232
H -3.90007 1.77018 0.35284
H 3.03524 1.19632 0.23120
C 1.48683 -0.21631 0.59336
H -2.59689 0.04839 -0.60468
C 2.39841 0.48023 -0.25188
C 1.52901 0.18030 2.06697
H 2.28038 -0.42044 2.54806
H 2.74083 -1.20314 -3.48787
H -1.97249 -0.34854 1.12922
C 0.43198 -1.26063 -1.34083
H 0.65960 0.15391 2.69483
H 2.72404 0.77408 -2.41557
H 1.80961 1.26376 2.17358
C 0.43143 -0.97279 0.02539
H -1.69878 1.23630 0.08196
C 2.29099 0.25512 -1.59584
C 1.52853 -0.81367 -2.08134
O 1.79683 -1.36739 -3.28809
*
```



No. 8
Entry from the Open Molecules 2025 dataset: an isolated molecule of C17H15FN4O2S (ωB97M-V/def2-TZVPD).

Output
LUMO   -0.084 eV
Frontier orbital gap   8.0071 eV
Relative energy (zero: lowest compared OMol25 entry of this formula, charge and spin)   90.0 kcal/mol
Largest force on an atom   4.75 eV Å⁻¹
SMILES string   CN1c2ccc(Nc3ccc(F)cc3)cc2-c2c(cnn2C)S1(=O)=O
HOMO energy   -8.091 eV
Molecular weight   358.40 g mol⁻¹

ORCA input file:
```
! RIJCOSX wB97M-V def2-TZVPD def2/J DEFGRID3
* xyz 0 1
C -0.61119 -0.40352 0.04124
H -3.55546 -0.45463 -0.43332
H -1.35731 0.12600 3.80538
C 2.22073 -0.11927 -1.78836
H 1.32476 0.78852 5.10221
C -1.45268 2.08015 -3.54943
C 1.69060 0.66682 4.00759
H 2.69547 0.65635 3.86996
F -1.92544 1.43656 -5.78172
C -2.25072 1.39407 -4.51022
H -2.98163 0.81734 2.20867
C 3.91777 -1.88788 0.79322
N -2.79759 0.25113 -0.50364
N 3.88282 -1.41328 -0.39134
H -4.00683 0.29425 -4.95424
H 4.81840 -2.27043 1.29586
C -3.38022 0.72452 -4.15035
H -0.53225 2.59124 -3.84887
H -0.47534 -0.73331 -1.00188
N 2.59124 -0.86967 -0.56291
N 1.13268 -0.49407 3.36689
S 2.12457 -1.90515 3.12923
C -2.11339 0.28722 1.83523
O 3.28530 -1.92926 4.05180
H 2.87283 0.79435 -1.79600
C 0.16050 -0.28146 2.37604
O 1.30491 -3.08131 3.03531
C 0.46497 -0.45759 1.01231
C 2.66414 -1.50820 1.47872
C -1.15600 0.03548 2.76701
C 1.78263 -0.89811 0.58667
H 1.15204 0.16790 -1.91202
H 2.46270 -0.78910 -2.62713
C -2.74449 0.88742 -1.79889
C -3.66070 0.35228 -2.80253
H 1.27905 1.58813 3.42752
H -4.39615 -0.38330 -2.58287
C -1.83753 0.08824 0.47273
H -0.90541 2.08801 -1.49775
C -1.68776 1.76357 -2.17015
*
```



- Which formula does entry 3 have?
  CH2N2O2Si



- Look up the molecular weight of the fourth one.
  777.12 g mol⁻¹



- Among the records above, which one has the lowest largest force on an atom?
  F6H16O8P



- Number 8 is which compound?
  C17H15FN4O2S